Model i:
The following is a DFT calculation (ωB97M-V with the def2-TZVPD basis set) of an isolated ion of composition C7H12N3S and charge +1.

Geometry (Å):
S -2.25 2.26 0.13
N 2.24 0.45 0.02
N 0.73 -1.45 0.23
N -2.25 -0.42 -0.05
C 2.60 1.17 1.24
C 1.42 -0.50 0.03
C -3.64 -0.40 -0.48
C -1.71 -1.65 0.10
C -1.62 0.75 0.25
C 2.91 0.90 -1.20
C -0.43 -2.11 0.25
H 2.07 0.77 2.09
H 2.34 2.23 1.12
H 2.84 1.99 -1.26
H 3.67 1.09 1.41
H -2.45 -2.45 0.08
H -0.29 -3.17 0.39
H -0.62 0.62 0.65
H -3.90 0.62 -0.75
H -4.29 -0.72 0.33
H -3.77 -1.05 -1.34
H 3.96 0.61 -1.17
H 2.44 0.46 -2.08

As for the net charge: +1. As for the SMILES: CN(C=S)/C=C\N=C=[N+](C)C. As for the gap between HOMO and LUMO: 0.285 Ha. The LUMO energy comes out at -4.4 eV.

Atomic partial charges in e from the natural (NBO) method, atoms 1 to 5:
1. S 0.035
2. N -0.384
3. N -0.288
4. N -0.404
5. C -0.408

=====

Model ii:
The following is a DFT calculation (ωB97M-V with the def2-TZVPD basis set) of a 2-piece molecular cluster, C7H12N3S overall.

Geometry (Å):
S -1.24 -1.16 -1.01
N 1.11 -0.02 2.27
N 1.97 1.83 1.59
N -0.43 0.52 -2.58
C 0.40 -1.26 2.31
C -0.25 0.19 -1.34
C 1.14 0.82 1.30
C -2.34 -0.85 -2.53
C -1.36 -0.29 -3.44
C 2.01 0.41 3.23
C 2.47 1.66 2.89
H 0.66 0.81 0.31
H -3.10 -0.03 -2.17
H 2.12 2.66 0.95
H -1.89 0.31 -4.14
H 3.36 2.22 3.31
H -0.63 -0.96 -3.86
H 2.00 -0.09 4.14
H -0.42 -1.33 1.63
H 1.10 -1.95 2.11
H -2.82 -1.73 -2.91
H 0.03 -1.53 3.33
H 0.18 1.06 -3.10

As for the net charge: +1. As for the gap between HOMO and LUMO: 0.365 Ha. The LUMO energy comes out at -2.3 eV.

Atomic partial charges in e from the natural (NBO) method, atoms 1 to 5:
1. S 0.228
2. N -0.275
3. N -0.487
4. N -0.533
5. C -0.408

=====

Most stable pick: model ii. Distance to second place: 0.441 eV.

=====

Model i:
The following is a DFT calculation (ωB97M-V with the def2-TZVPD basis set) of a 3-piece molecular cluster, C5H12O3 overall.

Geometry (Å):
O 2.17 -1.64 1.23
O 0.24 -1.39 -1.71
O 2.48 0.83 -0.11
C -1.11 0.82 0.65
C -2.08 -1.22 -1.54
C -0.87 -0.73 -1.25
C -0.82 1.79 1.69
C -0.47 0.45 -0.44
H -0.19 1.86 2.47
H -1.86 -0.05 0.97
H -3.09 -0.75 -1.25
H 1.57 -1.32 0.50
H -0.63 2.62 1.11
H 0.03 -2.28 -2.09
H -2.03 -2.21 -1.89
H 0.30 0.82 -1.00
H 3.29 0.22 -0.02
H 2.40 0.98 -1.11
H 2.49 -0.80 1.56
H -1.80 1.99 2.24

As for the SMILES: C=C(O)/C=C/C.O.O. As for the gap between HOMO and LUMO: 0.339 Ha. The LUMO energy comes out at 0.5 eV.

Atomic partial charges in e from the natural (NBO) method, atoms 1 to 5:
1. O -0.946
2. O -0.713
3. O -0.960
4. C -0.110
5. C -0.538

=====

Model ii:
The following is a DFT calculation (ωB97M-V with the def2-TZVPD basis set) of a 3-piece molecular cluster, C5H12O3 overall.

Geometry (Å):
O 2.27 -2.21 -0.90
O -0.82 -0.97 -3.78
O -0.43 3.86 1.70
C 2.09 -1.67 0.43
C -0.07 -0.50 0.24
C 1.24 -0.45 0.43
C -1.10 0.54 0.36
C -2.04 0.35 1.29
H -1.76 -0.81 -3.63
H 1.74 0.48 0.69
H 1.60 -1.92 -1.53
H -0.55 -0.12 -3.40
H 1.62 -2.57 0.89
H -0.87 1.50 -0.08
H -0.56 -1.47 0.04
H -2.39 -0.54 1.77
H -0.26 3.11 2.28
H -0.11 3.68 0.83
H 3.06 -1.53 0.89
H -2.65 1.23 1.48

As for the SMILES: C=C/C=C/CO.O.O. As for the gap between HOMO and LUMO: 0.365 Ha. The LUMO energy comes out at 0.5 eV.

Atomic partial charges in e from the natural (NBO) method, atoms 1 to 5:
1. O -0.737
2. O -0.920
3. O -0.943
4. C -0.099
5. C -0.203

=====

Most stable pick: model ii. Distance to second place: 0.650 eV.

=====

Model i:
The following is a DFT calculation (ωB97M-V with the def2-TZVPD basis set) of the molecule C4H7FO.

Geometry (Å):
F -0.25 1.56 -1.53
O 0.94 -0.77 1.80
C -0.36 -0.78 1.27
C -0.24 -0.12 -0.06
C -0.34 1.17 -0.20
C 0.15 -0.97 -1.32
H -0.76 -1.53 -1.57
H 0.98 -1.64 -1.12
H -1.11 -0.26 1.96
H -0.68 -1.82 1.18
H 0.45 -0.36 -2.20
H -0.37 2.11 0.41
H 0.95 -0.12 2.53

As for the SMILES: C/C(=C\F)CO. As for the gap between HOMO and LUMO: 0.372 Ha. The LUMO energy comes out at 0.8 eV.

Atomic partial charges in e from the natural (NBO) method, atoms 1 to 5:
1. F -0.376
2. O -0.716
3. C -0.091
4. C -0.086
5. C 0.200

=====

Model ii:
The following is a DFT calculation (ωB97M-V with the def2-TZVPD basis set) of C4H7FO as an isolated structure.

Geometry (Å):
F 1.43 -0.59 -0.81
O -1.84 -1.67 1.74
C 0.04 0.07 -0.53
C -0.08 -0.15 0.94
C -0.54 -1.49 1.38
C 0.34 1.32 -1.40
H -0.61 1.76 -1.83
H 0.56 -2.24 1.92
H 0.92 2.02 -0.69
H 0.95 0.75 -2.41
H 0.77 0.40 1.44
H -1.00 0.41 1.23
H -0.94 -0.59 -0.99

As for the gap between HOMO and LUMO: 0.371 Ha. The LUMO energy comes out at -0.4 eV.

Atomic partial charges in e from the natural (NBO) method, atoms 1 to 5:
1. F -0.452
2. O -0.526
3. C 0.221
4. C -0.609
5. C 0.445

=====

Model iii:
The following is a DFT calculation (ωB97M-V with the def2-TZVPD basis set) of the molecule C4H7FO.

Geometry (Å):
F -1.38 2.08 -0.84
O 0.28 -0.06 -1.20
C -0.66 -1.20 0.76
C 0.66 1.08 -0.60
C 0.38 -1.13 -0.31
C -0.12 2.12 -0.33
H 0.22 3.00 0.32
H -1.63 -1.25 0.25
H -0.53 -0.29 1.37
H 0.25 -2.04 -0.88
H 1.34 -1.19 0.28
H -0.46 -2.07 1.37
H 1.63 0.94 -0.19

As for the SMILES: CCO/C=C\F. As for the gap between HOMO and LUMO: 0.382 Ha. The LUMO energy comes out at 1.1 eV.

Atomic partial charges in e from the natural (NBO) method, atoms 1 to 5:
1. F -0.335
2. O -0.501
3. C -0.634
4. C 0.041
5. C -0.062

=====

Most stable pick: model i. Distance to second place: 0.278 eV.

=====

Model i:
The following is a DFT calculation (ωB97M-V with the def2-TZVPD basis set) of an isolated ion of composition C4H9N3P and charge +1.

Geometry (Å):
P 0.64 -1.50 0.24
N 2.49 0.48 0.50
N -2.27 -1.84 -1.09
N -1.59 -0.91 -0.76
C -1.05 1.23 0.09
C 0.40 1.27 -0.44
C 1.25 0.28 0.27
C -1.96 0.30 -0.17
H 1.45 -1.89 1.23
H 0.68 2.29 -0.27
H -0.45 -1.25 1.13
H 0.33 1.09 -1.49
H -2.94 0.28 0.19
H 3.03 -0.36 0.68
H -1.43 2.01 0.70
H -1.65 -2.77 -1.12
H 3.09 1.30 0.32

As for the net charge: +1. As for the SMILES: [H]/N=N/C=C\CC(=[NH2+])P. As for the gap between HOMO and LUMO (alpha / beta): 0.270 / 0.270 Ha. The LUMO energy (alpha / beta) comes out at -4.9 / -4.9 eV.

Atomic partial charges in e from the natural (NBO) method, atoms 1 to 5:
1. P 0.427
2. N -0.640
3. N -0.218
4. N -0.229
5. C -0.138

=====

Model ii:
The following is a DFT calculation (ωB97M-V with the def2-TZVPD basis set) of a 2-piece molecular cluster, C4H9N3P overall.

Geometry (Å):
P 1.81 -1.05 0.89
N -0.38 0.72 0.89
N 0.14 1.57 1.63
N 1.45 1.10 -0.94
C 0.23 -0.19 0.09
C -1.94 -0.48 -0.03
C -1.75 0.46 0.89
C -0.73 -0.89 -0.77
H 1.68 0.61 -1.78
H 1.88 -2.34 0.32
H 0.79 1.88 -1.11
H 1.22 1.72 1.60
H -0.50 -1.96 -0.77
H -2.55 0.88 1.53
H -0.66 -0.69 -1.83
H -2.96 -0.73 -0.26
H 2.28 -0.62 -0.35

As for the net charge: +1. As for the gap between HOMO and LUMO (alpha / beta): 0.304 / 0.304 Ha. The LUMO energy (alpha / beta) comes out at -6.1 / -6.1 eV.

Atomic partial charges in e from the natural (NBO) method, atoms 1 to 5:
1. P 0.384
2. N -0.080
3. N -0.208
4. N -0.779
5. C 0.107

=====

Most stable pick: model i. Distance to second place: 2.093 eV.

=====

Model i:
The following is a DFT calculation (ωB97M-V with the def2-TZVPD basis set) of an isolated ion of composition C6H10NO and charge +1.

Geometry (Å):
O -0.27 -1.06 -0.11
N -0.46 1.27 0.00
C 2.20 -2.32 -0.01
C -1.24 0.08 0.16
C -0.12 -2.26 -0.54
C -1.62 0.94 -0.91
C 1.15 -2.79 -0.65
C -0.55 2.39 0.92
H -1.69 2.39 1.16
H -0.30 3.36 0.48
H 1.17 -3.58 -1.33
H 2.05 -1.47 0.68
H -2.55 1.40 -0.63
H -1.03 -2.92 -0.73
H 0.59 1.27 -0.42
H -1.35 0.87 -1.99
H 3.17 -2.78 0.10
H 0.25 2.29 1.68

As for the net charge: +1. As for the gap between HOMO and LUMO (alpha / beta): 0.259 / 0.259 Ha. The LUMO energy (alpha / beta) comes out at -5.3 / -5.3 eV.

Atomic partial charges in e from the natural (NBO) method, atoms 1 to 5:
1. O -0.432
2. N -0.415
3. C -0.162
4. C 0.101
5. C 0.436

=====

Model ii:
The following is a DFT calculation (ωB97M-V with the def2-TZVPD basis set) of a 2-piece molecular cluster, C6H10NO overall.

Geometry (Å):
O 1.41 -0.70 -0.52
N -3.65 0.02 0.15
C 0.14 0.22 1.40
C 3.44 0.68 -0.50
C -3.33 -0.30 1.34
C 2.77 -0.68 -0.78
C -3.89 0.14 -1.08
C 0.89 -0.26 0.57
H -3.01 0.27 -1.85
H 2.75 1.55 -0.90
H -3.45 -1.42 1.54
H -2.94 0.42 2.04
H -5.01 0.18 -1.50
H 3.31 -1.22 -0.09
H 4.46 0.74 -0.94
H 3.46 0.83 0.57
H 2.92 -1.16 -1.77
H -0.28 0.69 2.31

As for the net charge: +1. As for the gap between HOMO and LUMO: 0.241 Ha. The LUMO energy comes out at -5.6 eV.

Atomic partial charges in e from the natural (NBO) method, atoms 1 to 5:
1. O -0.476
2. N -0.259
3. C -0.480
4. C -0.641
5. C 0.097

=====

Most stable pick: model ii. Distance to second place: 0.382 eV.

=====

Model i:
The following is a DFT calculation (ωB97M-V with the def2-TZVPD basis set) of a 2-piece molecular cluster, C3H7NO2S overall.

Geometry (Å):
S -0.83 1.04 -1.78
O -1.80 -0.34 0.85
O -0.45 1.74 1.44
N 1.39 1.00 0.45
C -0.57 -0.37 0.31
C -0.04 -1.68 -0.16
C 0.11 0.94 0.70
H -0.20 -1.76 -1.26
H 1.97 1.93 0.46
H 0.46 0.92 -2.16
H 1.02 -1.81 0.08
H 1.53 0.36 -0.35
H -2.04 0.58 1.05
H -0.57 -2.56 0.37

As for the gap between HOMO and LUMO (alpha / beta): 0.293 / 0.293 Ha. The LUMO energy (alpha / beta) comes out at -0.7 / -0.7 eV.

Atomic partial charges in e from the natural (NBO) method, atoms 1 to 5:
1. S -0.440
2. O -0.637
3. O -0.637
4. N -0.807
5. C 0.458

=====

Model ii:
The following is a DFT calculation (ωB97M-V with the def2-TZVPD basis set) of a 2-piece molecular cluster, C3H7NO2S overall.

Geometry (Å):
S -1.35 1.16 -1.89
O 2.76 1.10 1.32
O -2.16 1.51 -0.39
N -0.18 0.13 -1.22
C 0.83 -0.10 2.19
C 1.92 0.49 1.83
C -0.19 -1.26 -1.22
H 0.68 0.46 -0.89
H -1.25 -1.52 -1.01
H 0.36 -1.76 -0.47
H -0.08 0.24 1.73
H 0.01 -1.79 -2.23
H -2.25 2.45 -0.24
H 0.91 -1.10 2.49

As for the SMILES: C=C=O.CNSO. As for the gap between HOMO and LUMO: 0.349 Ha. The LUMO energy comes out at 0.6 eV.

Atomic partial charges in e from the natural (NBO) method, atoms 1 to 5:
1. S 0.653
2. O -0.456
3. O -0.879
4. N -0.790
5. C -0.804

=====

Most stable pick: model i. Distance to second place: 1.140 eV.